## A
21
Properties=species:S:1:pos:R:3 method="wB97M-V/def2-TZVPD" molar_mass_g_mol=110.15 smiles="C=CCC.O.O.O" gap_ev=10.255
C 3.11849 0.16884 -0.23926
C 1.80399 0.89594 -0.55179
C 0.71436 0.62932 0.43563
C 0.86551 0.39544 1.74714
H 3.61397 0.59904 0.62327
H 3.83696 0.27461 -1.04854
H 2.93424 -0.87561 -0.02496
H 1.97781 1.96916 -0.61330
H 1.52548 0.54254 -1.54732
H -0.30709 0.84956 0.12913
H 0.14775 0.80485 2.44785
H 1.65991 -0.20645 2.18525
H -1.15404 -1.95245 2.05494
H -0.66820 -1.10053 0.93005
O -1.47033 -1.54055 1.24387
H -0.56457 -0.26184 -1.60990
H -1.26327 0.09213 -2.90932
O -0.76018 -0.61652 -2.48446
H -4.06244 0.84165 0.25296
H -3.26451 -0.45204 -0.06143
O -3.18349 0.49523 0.08561

***

## B
21
Properties=species:S:1:pos:R:3 method="wB97M-V/def2-TZVPD" molar_mass_g_mol=110.15 smiles="C=C(C)C.O.O.O" gap_ev=9.629
C -1.12725 -1.72120 -0.09844
C 0.33039 -1.98836 -0.30195
C 0.70404 -3.09224 -0.99277
C 1.39381 -1.16603 0.37037
H -1.59428 -1.17139 -0.96715
H -1.31060 -0.98852 0.61515
H -1.64332 -2.59926 0.11534
H 1.71926 -3.33722 -1.41832
H -0.00561 -3.83413 -1.14556
H 1.03798 -0.12547 0.43426
H 2.40974 -0.91850 -0.08185
H 1.62848 -1.64704 1.29185
H -1.68651 2.67516 1.35242
H -1.43945 2.54930 2.89397
O -1.15504 2.88434 2.03253
H -1.65165 3.28860 -1.22596
H -2.67533 2.52062 -2.06029
O -2.54217 3.00036 -1.25111
H 2.47138 2.44673 0.69198
H 2.76847 1.15672 -0.14583
O 2.36767 2.06753 -0.10865

***

Stability summary - winner: A; margin: 0.658 eV.

***

## A
16
Properties=species:S:1:pos:R:3 method="wB97M-V/def2-TZVPD" molar_mass_g_mol=119.19 smiles="CC(=O)NCCS" gap_ev=9.824
O -0.42826 -0.15302 -1.66817
C 0.67612 0.02808 -1.20034
N 0.84526 0.21564 0.16463
C -0.28785 0.54373 1.04416
C -1.26195 -0.60924 1.17606
S -2.45086 -0.39363 2.56913
C 1.87859 0.11521 -2.08273
H 1.67784 -0.09215 0.61426
H -0.82846 1.41319 0.66239
H 0.08495 0.91505 2.00068
H -1.89028 -0.64442 0.30025
H -0.83698 -1.58095 1.41510
H -3.60329 -0.26996 1.86604
H 1.53739 -0.20965 -3.06134
H 2.70063 -0.43237 -1.61684
H 2.18715 1.15449 -2.18329

***

## B
16
Properties=species:S:1:pos:R:3 method="wB97M-V/def2-TZVPD" molar_mass_g_mol=119.19 smiles="CC(=O)NCCS" gap_ev=9.630
O -1.71914 0.10189 -0.94958
C -1.46404 -0.47986 0.11821
N -0.19587 -0.42328 0.67729
C 1.04260 -0.39624 -0.18702
C 1.31165 0.89735 -1.04934
S 2.91421 0.66516 -2.03448
C -2.46216 -0.57725 1.24647
H -0.07744 -0.16404 1.63551
H 1.01304 -1.37239 -0.87659
H 1.89539 -0.53992 0.51738
H 0.45447 0.96682 -1.74110
H 1.58201 1.67238 -0.33036
H 3.72470 1.54414 -1.40221
H -3.18322 -1.39541 1.04582
H -2.94253 0.39872 1.23598
H -1.89368 -0.89809 2.09401

***

Stability summary - winner: A; margin: 1.090 eV.

***

## A
20
Properties=species:S:1:pos:R:3 method="wB97M-V/def2-TZVPD" molar_mass_g_mol=160.22 smiles="C[C@@]1(O)CC(=[NH2+])NSC=N1" gap_ev=9.144 charge=+1
C 1.19194 2.06504 -0.15235
C -0.75639 0.57474 0.05977
C 0.91237 -1.37669 -0.20323
C -2.25345 0.92028 -0.12101
C -0.21534 -0.55950 -0.89303
N -0.03776 1.91691 -0.12473
N 1.77861 -0.60753 0.33910
N 0.95178 -2.63345 0.11432
O -0.47670 0.20984 1.37170
S 2.51790 0.77316 -0.37645
H 1.55341 3.05796 -0.12365
H -2.45452 1.89735 0.28499
H -2.38026 0.99491 -1.25553
H -2.86303 0.18750 0.39086
H -0.96045 -1.33137 -1.07190
H -0.03876 -0.06559 -1.87133
H 2.21730 -0.66474 1.23100
H -0.62058 0.84248 2.11713
H 1.80867 -3.00082 0.39636
H 0.12527 -3.20046 -0.11202

***

## B
20
Properties=species:S:1:pos:R:3 method="wB97M-V/def2-TZVPD" molar_mass_g_mol=160.22 smiles=CON[C@H](S)[n+]1cc[nH]c1 gap_ev=10.543 charge=+1
C -1.38176 2.14510 0.47228
C -1.66844 0.86550 0.13788
C 0.17225 0.94437 1.32253
C 1.86321 -0.04103 -1.74294
C -0.32045 -1.50474 0.67904
N -0.12441 2.23224 1.10599
N -0.67700 0.08834 0.79383
N 0.33629 -1.61510 -0.61270
O 1.58327 -0.80626 -0.50230
S -1.82776 -2.41615 0.58934
H -1.72523 3.06145 0.14512
H -2.64223 0.53053 -0.23178
H 1.12949 0.70214 1.78623
H 2.84856 0.44686 -1.56445
H 1.06761 0.67219 -1.98513
H 1.76749 -0.71606 -2.63183
H 0.24518 -1.77880 1.65709
H 0.18368 2.97051 1.72411
H 0.67895 -2.68732 -0.72265
H -1.50869 -3.09378 -0.41967

***

Stability summary - winner: A; margin: 1.534 eV.

***

## A
25
Properties=species:S:1:pos:R:3 method="wB97M-V/def2-TZVPD" molar_mass_g_mol=132.21 smiles="C=CN(C)N.CN(C)N" gap_ev=9.017
C 1.45942 -1.52806 -0.03118
N 1.79100 -0.22112 0.50707
N 3.17197 0.06428 0.45314
C 1.04373 0.25809 1.56699
C 1.41152 1.20592 2.43420
H 3.29148 1.04421 0.21243
H 3.60267 -0.08540 1.36830
H 0.02504 -0.10859 1.54945
H 0.38129 -1.57658 -0.17930
H 1.95659 -1.63800 -0.99302
H 1.78983 -2.34169 0.62797
H 0.70648 1.57501 3.16043
H 2.38590 1.67041 2.42343
C -2.84768 0.17275 -0.10013
C -1.83152 -0.81271 -2.03728
N -1.63154 -0.25660 -0.75936
N -0.77274 1.13107 -1.31153
H -1.13108 2.09385 -1.22029
H 0.07760 1.08254 -0.75492
H -2.76591 -0.56456 -2.55438
H -3.49938 0.77612 -0.74765
H -2.59438 0.74131 0.79384
H -3.39993 -0.72323 0.19807
H -1.59229 -1.87432 -2.05466
H -1.02809 -0.08470 -2.55162

***

## B
25
Properties=species:S:1:pos:R:3 method="wB97M-V/def2-TZVPD" molar_mass_g_mol=132.21 smiles=CNC[C@@](C)(N)N(C)N gap_ev=9.145
C -0.22454 0.13481 0.08747
C 1.02327 -0.66083 0.52031
C -2.67059 -0.34297 0.29951
C -0.39904 1.41102 0.90294
C 2.85892 0.61909 -0.59718
N -1.32974 -0.88712 0.43554
N 2.28321 0.12496 0.63279
N -1.15763 -2.05100 -0.36954
N -0.30474 0.44309 -1.32461
H 2.19602 0.86914 1.31584
H -1.65147 -1.97691 -1.26250
H -1.54364 -2.84187 0.13807
H 0.16805 1.30432 -1.56269
H -0.01393 -0.35922 -1.87613
H 0.83674 -1.08815 1.50534
H 1.21705 -1.45871 -0.19752
H -3.39245 -1.15140 0.43822
H -2.83407 0.12146 -0.68382
H -2.84475 0.39209 1.08133
H -0.50734 1.17083 1.95680
H 0.46270 2.06301 0.77256
H -1.27679 1.95468 0.56310
H 2.91503 -0.20189 -1.31301
H 3.87657 0.95892 -0.39548
H 2.31314 1.45266 -1.06737

***

Stability summary - winner: B; margin: 3.326 eV.